The following is a quantum chemistry calculation of a 2-piece molecular cluster, C23H39ClN3O3S overall in a non-equilibrium geometry, from OMol25.

Results
Net charge: -1
Multiplicity: 1
Orbital gap, eV: 6.180
E, eV: -58438.852

```
70
Properties=species:S:1:pos:R:3:forces:R:3:nbo_charge:R:1
C 1.059 -5.388 0.564 0.3 -0.1 0.1 -0.6412
C 0.066 -5.291 -0.772 -0.4 -0.9 1.0 -0.4084
C -1.264 -4.363 -0.361 0.9 -0.7 0.8 -0.4243
C -0.822 -2.789 -0.481 1.3 -0.3 -1.1 -0.0710
N 0.038 -2.191 0.653 -2.5 2.0 -1.6 -0.6893
C -0.125 -0.683 0.436 2.0 1.6 5.8 0.7226
O 0.312 0.125 1.404 -2.6 -4.4 -6.1 -0.5908
C -0.897 -0.318 -1.003 -0.3 0.6 3.0 0.0169
C -1.590 1.161 -0.856 0.4 0.0 0.8 -0.4848
C -0.543 2.412 -0.696 0.9 0.5 -1.3 -0.4150
C -1.137 3.702 0.136 -0.3 0.1 -0.5 -0.4377
C -0.369 3.970 1.563 -1.2 0.6 -0.3 -0.4268
C 0.988 4.883 1.444 0.6 -0.1 0.8 -0.4021
C 2.349 4.059 1.047 0.1 0.1 -0.2 -0.4254
C 2.535 2.617 1.808 0.9 -0.4 -0.3 -0.4304
C 4.097 2.313 2.295 -0.3 -0.7 -0.9 -0.4205
C 5.179 2.447 1.029 -0.3 0.5 1.6 -0.0763
O 4.678 1.784 -0.191 2.4 0.1 0.8 -0.5667
C 5.759 1.119 -0.941 0.0 -0.9 -0.8 -0.2691
N 0.280 -0.292 -1.953 -3.3 2.6 -8.1 -0.5046
C -0.060 0.171 -3.200 0.9 -2.6 2.8 0.3121
S -0.462 0.466 -4.853 1.5 -0.7 5.1 -0.0153
C -1.892 -1.663 -1.006 -0.1 -2.0 -2.1 -0.0019
C -2.296 -2.288 -2.505 -0.8 2.3 -0.6 -0.4916
C -3.258 -1.106 -3.195 -4.1 -1.5 -1.2 0.1188
N -4.586 -1.350 -3.565 5.8 0.3 1.9 -0.6258
C -3.374 -1.539 -0.317 0.8 -1.1 3.7 -0.4875
C -3.265 -2.192 1.339 -1.5 3.1 1.4 0.0567
C -4.253 -1.351 2.493 5.9 -1.1 0.0 -0.2119
O -2.615 -1.244 2.398 -2.5 -3.6 -2.7 -0.5890
H 0.482 -5.154 1.574 1.0 -0.5 -2.3 0.2065
H 1.946 -4.617 0.515 -1.8 -1.6 0.0 0.2294
H 1.493 -6.488 0.683 -0.8 2.4 -0.4 0.2054
H 0.616 -4.900 -1.730 -1.0 -0.5 2.0 0.2142
H -0.242 -6.418 -1.014 0.4 2.5 0.5 0.2009
H -1.508 -4.682 0.763 0.4 0.9 -2.4 0.2060
H -2.205 -4.668 -0.987 1.9 0.9 1.0 0.2265
H 0.000 -2.844 -1.345 -2.0 0.3 1.4 0.2043
H -0.214 -2.541 1.607 0.2 1.0 -1.0 0.4039
H -2.335 1.432 -1.747 1.7 -1.0 1.9 0.2447
H -2.275 1.161 0.118 1.9 -0.4 -2.3 0.3121
H 0.523 2.110 -0.277 -2.4 0.4 -0.7 0.2186
H -0.334 2.811 -1.802 -0.3 -0.9 2.2 0.1817
H -1.025 4.661 -0.558 -0.1 -1.9 1.5 0.1817
H -2.309 3.545 0.266 2.6 0.2 0.0 0.2773
H -1.133 4.591 2.237 1.6 -1.3 -1.4 0.2032
H -0.225 2.927 2.077 0.0 2.1 -0.9 0.2354
H 1.193 5.377 2.511 -0.5 -1.1 -2.2 0.1881
H 0.880 5.788 0.691 -0.1 -1.9 1.4 0.2038
H 3.284 4.766 1.249 -1.9 -1.4 -0.4 0.1876
H 2.332 3.843 -0.106 0.1 0.4 2.2 0.2133
H 1.860 2.485 2.773 1.3 0.3 -2.3 0.2227
H 2.304 1.779 0.992 0.2 1.7 2.2 0.2472
H 4.114 1.172 2.632 0.0 2.5 -0.5 0.2077
H 4.422 3.008 3.207 -0.6 -1.4 -2.1 0.2006
H 6.186 1.949 1.385 -1.9 1.0 -0.8 0.1705
H 5.339 3.608 0.858 -0.2 -2.4 0.0 0.1729
H 6.837 1.495 -0.683 -2.1 -0.5 -0.3 0.1758
H 5.587 1.277 -2.094 0.2 -0.1 2.3 0.1933
H 5.721 -0.059 -0.770 0.1 2.5 -0.1 0.1811
H -1.343 -2.508 -3.163 -2.0 0.4 1.3 0.2356
H -3.013 -3.232 -2.412 1.8 2.0 -0.1 0.2180
H -2.894 0.007 -3.362 -0.6 -2.6 0.5 0.2156
H -4.800 -2.353 -3.326 0.4 1.0 -0.3 0.3075
H -3.740 -0.449 -0.106 0.6 -1.8 -0.8 0.3316
H -4.200 -2.226 -0.809 1.9 1.6 0.8 0.2217
H -3.155 -3.436 1.466 -0.2 3.7 0.0 0.1997
H -4.285 -0.182 2.469 -1.5 -2.4 -0.4 0.2970
H -4.316 -2.030 3.462 -0.7 1.9 -2.0 0.1924
Cl -4.100 1.814 0.040 -2.3 0.6 0.7 -0.8553
```
Forces are in eV/Å.